[1]
Here is the molecule C4H7N from the Open Molecules 2025 dataset. Energies are from wB97M-V/def2-TZVPD.

Summary:
lowest unoccupied orbital energy	0.0140	Eh
F_max	0.0506	hartree/bohr
Kohn-Sham gap	9.0	eV
SMILES string	C=NC(=C)C
ΔE to the lowest compared entry with this formula, charge and spin	231.2	kJ/mol
E_HOMO	-8.57	eV

XYZ file:
```
12
C4H7N | the Open Molecules 2025 dataset | wB97M-V/def2-TZVPD
C 0.55638 -1.66813 0.10415
C 0.02943 -0.24054 -0.15594
C -1.22772 -0.00742 -0.62092
C 0.56692 1.95535 0.28502
N 0.66137 0.72510 0.65803
H 1.12977 -1.57891 1.04511
H -0.29047 -2.30650 0.42707
H 1.27436 -1.99604 -0.64154
H -1.63116 0.98434 -0.56774
H -1.83094 -0.90233 -0.80812
H 0.55789 2.35435 -0.72618
H 0.20416 2.68071 1.00106
```

***

[2]
Here is a structure of composition C37H33F6GeN6O5RuS3 from the Open Molecules 2025 dataset. Energies are from wB97M-V/def2-TZVPD.

Summary:
expectation value of S²	0.76
lowest unoccupied orbital energy (spin up / spin down)	0.1494 / 0.1493	Eh
F_max	0.0170	hartree/bohr
spin multiplicity	2
Kohn-Sham gap (spin up / spin down)	4.5 / 4.5	eV
ΔE to the lowest compared entry with this formula, charge and spin	0.0	kJ/mol
E_HOMO (spin up / spin down)	-0.42 / -0.41	eV
total charge	-2

XYZ file:
```
92
C37H33F6GeN6O5RuS3 | the Open Molecules 2025 dataset | wB97M-V/def2-TZVPD
Ru -0.68230 0.49291 1.20672
F -0.07841 0.16538 7.30642
C 0.19875 -0.12589 6.02278
F 1.40296 0.36440 5.74859
F 0.21971 -1.44625 5.91485
S -1.07511 0.69140 4.91606
O -0.37286 1.13328 3.73518
O -1.66445 1.68167 5.76187
N -2.04304 -0.52306 4.65122
S -2.63805 -0.91898 3.28693
O -1.66409 -1.37204 2.28632
O -3.67430 -0.05793 2.79878
C -3.46077 -2.49280 3.76329
F -3.98152 -3.04926 2.66482
F -2.60526 -3.35686 4.30710
F -4.45152 -2.27896 4.63044
S 1.13031 -0.37918 0.16103
C 1.86346 1.16906 -0.35440
N 2.93220 1.01448 -1.12997
N 3.43020 2.26813 -1.49544
C 4.57988 2.38420 -2.17417
C 5.31116 1.24880 -2.60018
C 6.48110 1.40330 -3.31642
C 6.98753 2.65865 -3.64415
C 6.27171 3.77864 -3.22242
C 5.10017 3.65802 -2.50795
N 1.34220 2.30779 0.02806
N 0.17416 2.18688 0.79675
C -0.32703 3.36049 1.27403
C -1.63391 3.41090 1.81484
C -2.14277 4.57727 2.34645
C -1.40426 5.75875 2.34232
C -0.12998 5.72692 1.78289
C 0.40629 4.56764 1.25610
H 2.94484 3.07480 -1.12234
H 4.92099 0.27590 -2.34531
H 7.01915 0.51338 -3.62951
H 7.90722 2.76332 -4.20585
H 6.63998 4.77202 -3.45831
H 4.55833 4.54257 -2.19077
H -2.25340 2.52069 1.80438
H -3.14332 4.56380 2.76446
H -1.81034 6.67215 2.75830
H 0.46904 6.63214 1.76080
H 1.39891 4.55287 0.83266
C 3.34672 -2.99370 1.04631
N 2.98075 -2.18245 2.18394
C 3.78438 -0.99536 2.40745
C 1.69532 -2.19769 2.63056
O 1.21019 -1.39522 3.40016
H 4.31746 -3.47024 1.21223
H 3.39653 -2.37615 0.14401
H 2.59573 -3.76632 0.88930
H 3.92612 -0.46221 1.46238
H 4.75532 -1.26922 2.82870
H 3.25300 -0.34496 3.09707
H 1.11884 -3.05336 2.23528
C -1.78876 0.28848 -0.05313
Ge -2.09097 -0.95215 -1.51375
C -1.55281 -0.06266 -3.16072
C -2.42237 0.13045 -4.23005
C -2.00065 0.80089 -5.37032
C -0.70523 1.29099 -5.44609
C 0.16697 1.11474 -4.38132
C -0.25282 0.44073 -3.24351
C -3.98739 -1.41267 -1.45974
C -4.80212 -0.88799 -0.46039
C -6.13838 -1.25709 -0.37440
C -6.67643 -2.14733 -1.29050
C -5.87374 -2.67864 -2.29080
C -4.53739 -2.31713 -2.36722
C -1.07396 -2.60495 -1.26549
C -1.35104 -3.42775 -0.17587
C -0.61035 -4.57808 0.04955
C 0.41517 -4.92623 -0.81934
C 0.69846 -4.11809 -1.90927
C -0.04241 -2.96485 -2.12945
H -3.44235 -0.23481 -4.17132
H -2.68703 0.95032 -6.19604
H -0.37789 1.82221 -6.33264
H 1.17453 1.51052 -4.41848
H 0.43551 0.33034 -2.41219
H -4.38409 -0.19786 0.26399
H -6.75596 -0.84980 0.41674
H -7.71951 -2.43442 -1.22220
H -6.28829 -3.38081 -3.00476
H -3.91177 -2.75294 -3.13954
H -2.13321 -3.15559 0.52197
H -0.82918 -5.19896 0.91079
H 0.99878 -5.82263 -0.64067
H 1.50864 -4.37611 -2.58122
H 0.20414 -2.32462 -2.96727
```

***

[3]
Here is a structure of composition C2HAuO3 from the Open Molecules 2025 dataset. Energies are from wB97M-V/def2-TZVPD.

Summary:
expectation value of S²	3.77
lowest unoccupied orbital energy (spin up / spin down)	-0.6536 / -0.7777	Eh
F_max	0.2942	hartree/bohr
spin multiplicity	4
Kohn-Sham gap (spin up / spin down)	8.4 / 5.6	eV
ΔE to the lowest compared entry with this formula, charge and spin	0.0	kJ/mol
E_HOMO (spin up / spin down)	-26.19 / -26.76	eV
total charge	+3

XYZ file:
```
7
C2HAuO3 | the Open Molecules 2025 dataset | wB97M-V/def2-TZVPD
O -2.45781 -0.03265 0.00158
H -2.69495 0.90826 0.10845
O 1.82648 0.46284 0.16904
O 1.19153 -0.75663 -0.06992
C -1.22670 -0.26705 -0.01912
C -0.05809 -0.64598 -0.10510
Au 3.41954 0.33120 -0.08492
```